Record 1
This record from the OMol25 dataset describes a molecular structure, C22H12Cl7CoN5O2. The level of theory is the ωB97M-V functional and the def2-TZVPD basis.

XYZ file:
```
49
Properties=species:S:1:pos:R:3:forces:R:3:mulliken_spin:R:1
Co 0.75401 -0.13259 -0.16503 -0.3 0.5 -0.9 0.39
N -2.49586 2.59195 0.67373 0.1 0.0 0.0 0.00
C -1.61854 1.81440 0.02751 0.0 0.0 0.0 -0.01
N -0.56082 1.28191 0.55699 -0.1 0.1 0.1 0.04
C -0.27210 1.56147 1.89349 -0.3 0.2 0.3 0.01
N 0.78903 1.10106 2.47315 0.2 -0.4 -0.7 -0.02
N 1.49488 0.33484 1.53835 0.0 0.2 0.9 -0.02
C 2.61913 -0.16609 1.88420 0.1 -0.1 -0.5 -0.04
C 3.31761 -0.86419 0.78215 -0.3 0.3 0.5 0.01
C 4.54061 -1.48288 0.94576 0.1 -0.1 -0.2 0.00
C 5.15424 -2.03857 -0.17038 0.0 0.0 0.1 0.01
C 4.52347 -1.94344 -1.39565 0.0 0.0 -0.1 -0.01
C 3.28268 -1.32376 -1.47120 0.0 0.1 0.1 0.00
N 2.67878 -0.80323 -0.40605 0.0 -0.3 0.0 -0.01
C -1.19837 2.41068 2.65581 0.3 -0.2 0.0 0.01
C -0.98827 2.72460 4.00400 0.0 -0.1 -0.1 0.00
C -1.88741 3.51611 4.67861 -0.1 0.1 -0.1 0.00
C -3.01724 4.01243 4.01541 0.1 0.0 0.1 0.00
C -3.24099 3.71850 2.69137 0.1 -0.1 -0.1 0.00
C -2.32095 2.91328 2.01448 -0.2 0.1 0.0 0.00
H -3.29224 2.94070 0.16420 0.0 0.0 0.0 0.00
H -1.82002 1.62550 -1.01586 0.0 0.1 0.0 -0.01
H 3.04570 -0.04363 2.87397 0.0 0.0 0.0 0.00
H 5.00209 -1.51921 1.92237 0.0 0.0 0.0 0.00
H 6.11212 -2.53219 -0.07702 0.0 0.0 0.0 0.00
H 4.96774 -2.35061 -2.29229 0.0 0.0 0.0 0.00
H 2.73736 -1.24570 -2.39948 0.0 -0.1 0.0 0.00
H -0.11104 2.32447 4.49119 0.0 0.0 0.0 0.00
H -1.72568 3.75359 5.72041 0.0 0.0 0.0 0.00
H -3.72571 4.63143 4.54922 0.0 0.0 0.0 0.00
H -4.11422 4.09545 2.17443 0.0 0.0 0.0 0.00
Cl -0.07815 -2.58042 0.42149 -0.3 -0.4 -0.2 0.00
C -1.02310 -1.57634 -0.68782 0.4 -0.1 0.6 0.03
C -0.27605 -0.96134 -1.75199 0.4 -0.1 0.0 0.23
C -1.07858 -0.11374 -2.61507 0.1 0.1 -0.1 0.14
Cl -0.20508 0.78127 -3.82441 -0.1 -0.1 0.1 0.02
C -2.42372 0.02420 -2.45653 -0.1 0.0 0.0 -0.04
Cl -3.30841 1.13383 -3.45288 0.0 0.0 0.0 0.00
C -3.10805 -0.61543 -1.38687 -0.1 0.1 -0.1 0.21
Cl -4.81529 -0.42398 -1.20652 0.1 0.0 0.0 0.02
C -2.37367 -1.38868 -0.48739 0.0 0.0 0.1 -0.01
Cl -3.14815 -2.06462 0.90022 0.0 0.0 0.0 0.00
Cl 0.29590 -3.10529 -5.79796 0.0 0.1 0.0 0.00
C 0.74240 -3.67491 -4.18110 0.1 -0.2 0.0 0.01
Cl 2.49781 -3.59754 -3.95089 0.0 0.0 0.0 0.00
C -0.09595 -2.89734 -3.16173 -0.1 -0.1 -0.1 0.02
O -1.23585 -3.23453 -2.99355 0.0 0.1 0.1 0.00
O 0.54882 -1.89246 -2.59548 -0.1 0.1 0.3 0.02
H 0.45512 -4.71897 -4.10938 0.0 0.0 0.0 0.00
```
Positions in Å, forces in eV/Å.

Output
2S+1: 2
Expectation value of S²: 1.19
HOMO-LUMO gap (spin up / spin down): 5.13 / 5.71 eV
E_HOMO (spin up / spin down): -0.21956 / -0.24329 Eh
Energy: -5873.8923 hartree

---

Record 2
This record from the OMol25 dataset describes a molecular structure, C18H36AlBrFIO5PS. The level of theory is the ωB97M-V functional and the def2-TZVPD basis.

XYZ file:
```
65
Properties=species:S:1:pos:R:3:forces:R:3:lowdin_charge:R:1
C 5.04239 2.02781 1.76043 0.0 0.0 0.0 -0.12
O 4.47882 0.86088 1.21888 -0.2 0.1 0.0 -0.21
C 4.76994 0.70648 -0.15592 0.1 -0.1 0.0 -0.24
C 4.06001 -0.52344 -0.73763 0.2 0.0 -0.1 -0.16
C 3.73569 -1.63681 0.26236 0.1 -0.1 -0.1 -0.20
C 2.62242 -2.55718 -0.24044 0.2 0.0 0.0 -0.21
C 2.00259 -3.43066 0.85381 -0.1 0.0 -0.1 -0.22
C 0.56481 -3.81800 0.50661 0.0 -0.2 0.0 -0.21
C -0.41101 -2.66049 0.74454 -0.1 0.1 0.0 -0.21
C -1.19891 -2.78196 2.04790 0.1 0.2 0.1 -0.20
C -2.06053 -1.55725 2.40744 0.0 -0.2 0.1 -0.21
C -3.30984 -1.36778 1.53311 0.1 -0.2 -0.2 -0.19
C -3.10948 -0.75286 0.12943 -0.1 0.2 0.0 -0.17
C -1.98885 0.29163 0.05472 0.0 0.0 0.0 -0.18
C -2.06222 1.21206 -1.18821 -0.1 0.0 0.5 -0.52
C -2.89437 2.51934 -1.02624 0.0 -0.1 -0.1 -0.23
C -3.92320 2.56166 0.10383 0.0 0.1 0.0 -0.72
C -3.36399 2.90955 1.49299 0.2 -0.2 -0.1 -0.16
I -5.41475 4.06240 -0.43343 0.0 -0.1 0.0 0.76
O -2.56989 0.43471 -2.22623 0.1 0.2 -0.5 -0.14
Al -1.28363 -0.51579 -3.01156 -0.4 0.0 -0.1 0.09
F -1.25770 -2.08046 -2.37997 0.1 -0.3 0.1 -0.20
O -0.00847 0.50135 -2.20157 0.1 0.1 0.0 -0.21
C -0.58637 1.56824 -1.62970 -0.2 -0.2 -0.5 -0.81
Br 0.54746 2.09277 -0.00496 0.2 0.1 0.3 0.73
P -0.34295 3.01478 -2.81194 0.0 -0.1 0.0 0.17
O -0.25341 4.35735 -1.92252 -0.1 0.2 -0.3 -0.26
O 1.17672 2.74412 -3.25783 0.2 0.3 0.1 -0.22
S -1.55003 3.18794 -4.27994 0.0 0.0 0.1 0.34
H 4.54450 2.23404 2.70740 0.0 0.0 0.0 0.09
H 4.90072 2.88734 1.09314 0.0 0.0 0.0 0.08
H 6.11763 1.89890 1.94519 0.0 0.1 -0.1 0.09
H 5.86034 0.63418 -0.29459 0.0 -0.1 0.1 0.12
H 4.44351 1.60845 -0.69225 0.0 0.0 0.0 0.11
H 4.72099 -0.93049 -1.51039 -0.2 0.0 -0.1 0.11
H 3.14631 -0.21084 -1.25041 -0.1 0.0 0.2 0.10
H 3.45700 -1.20833 1.22534 -0.1 0.1 -0.1 0.10
H 4.63760 -2.23748 0.43805 0.0 0.1 0.1 0.12
H 3.03327 -3.21094 -1.01928 -0.2 0.1 -0.1 0.12
H 1.84302 -1.95194 -0.71659 0.0 0.0 0.1 0.11
H 1.99684 -2.86442 1.79464 0.0 -0.1 0.0 0.11
H 2.60603 -4.33094 1.01224 0.1 0.1 0.1 0.11
H 0.26585 -4.69563 1.09324 -0.1 0.1 0.0 0.10
H 0.51703 -4.12014 -0.54517 0.1 0.0 0.1 0.11
H 0.16376 -1.72716 0.78897 0.0 0.0 -0.1 0.11
H -1.08194 -2.56824 -0.10981 0.0 0.0 0.1 0.09
H -0.47859 -2.94685 2.86156 -0.1 0.0 0.0 0.11
H -1.83415 -3.67690 2.01762 0.0 0.1 0.0 0.11
H -2.39989 -1.68142 3.44283 0.0 0.0 0.0 0.10
H -1.42965 -0.66286 2.40378 0.0 0.0 0.0 0.10
H -3.74286 -2.36848 1.40336 -0.1 0.1 0.0 0.11
H -4.06565 -0.79442 2.08219 0.2 0.1 0.0 0.10
H -4.04820 -0.29874 -0.19720 0.0 -0.1 0.0 0.10
H -2.91844 -1.53502 -0.60627 0.1 0.1 0.1 0.10
H -1.04411 -0.23834 -0.02931 0.1 -0.1 0.1 0.07
H -1.91575 0.86130 0.97495 -0.1 0.2 0.1 0.07
H -2.24946 3.39420 -0.89304 0.0 -0.1 0.0 0.09
H -3.38756 2.64168 -1.99029 0.0 0.0 0.1 0.07
H -4.51238 1.65241 0.13207 -0.1 0.0 0.0 0.05
H -3.76153 3.84519 1.88064 0.0 -0.1 0.0 0.03
H -3.58442 2.11317 2.20700 -0.1 0.1 0.0 0.07
H -2.27674 3.00014 1.43725 0.0 0.1 0.0 0.06
H -1.22161 -0.60276 -4.58809 0.0 0.1 0.0 -0.04
H 0.62356 4.45969 -1.53436 -0.1 -0.1 0.2 0.04
H 1.66371 2.26120 -2.57239 -0.1 -0.2 -0.1 0.04
```
Positions in Å, forces in eV/Å.

Output
HOMO-LUMO gap: 8.22 eV
E_HOMO: -0.21435 Eh
Energy: -5037.5455 hartree
Charge: -1

---

Record 3
This record from the OMol25 dataset describes a molecular structure, C8H24AlB3O4. The level of theory is the ωB97M-V functional and the def2-TZVPD basis.

XYZ file:
```
40
Properties=species:S:1:pos:R:3:forces:R:3:lowdin_charge:R:1
Al 1.31823 1.03539 -0.52137 -2.5 -2.6 -2.2 1.26
B -0.13541 -1.55359 -0.53290 0.7 0.9 -0.6 -0.37
H 0.96630 -1.79863 -0.71421 1.9 -0.2 0.2 -0.06
H -0.81711 -2.47228 -0.59631 -1.6 -0.9 0.0 0.00
H -0.33557 -1.05261 0.49937 0.4 0.4 2.6 0.01
H -0.39896 -0.69344 -1.25315 -0.5 1.2 -1.9 -0.05
B -0.80715 2.12109 -2.48707 -1.0 -0.1 -2.4 -0.33
H -1.91388 1.83952 -2.46880 -1.6 -0.5 0.7 -0.01
H -0.70453 2.98795 -3.23085 0.6 1.4 -0.7 -0.02
H -0.46155 2.47334 -1.42080 2.0 0.1 2.8 -0.01
H -0.15116 1.22073 -2.76953 1.6 -1.6 0.1 -0.06
B 1.90203 -0.30831 -3.10154 -2.2 2.1 1.7 -0.31
H 0.82135 -0.35918 -3.49699 -1.2 -0.1 -1.0 -0.01
H 2.51641 -0.91781 -3.86664 1.5 -1.1 -0.9 0.07
H 2.35573 0.75174 -3.04442 1.1 2.0 -0.5 -0.03
H 1.98436 -0.85517 -2.09265 0.9 -1.7 1.9 -0.05
O 2.87740 -0.84781 1.04919 0.2 0.8 -0.2 0.03
C 2.95549 -2.00602 1.36928 -0.4 -0.4 -1.3 -0.48
O 3.97084 -2.78876 0.94772 0.1 -0.4 0.8 0.05
C 3.86205 -4.10426 1.59231 -0.8 0.4 -0.4 -0.11
C 2.80223 -3.88521 2.68995 0.9 -2.7 0.4 -0.17
C 1.95040 -2.78035 2.19316 0.6 1.3 0.1 -0.07
H 4.80558 -4.49564 1.96527 0.2 0.7 0.0 0.12
H 3.52296 -4.83262 0.85464 -0.1 0.3 -0.2 0.12
H 3.33708 -3.81920 3.63750 -0.3 0.8 0.1 0.12
H 2.28593 -4.84643 2.74930 -0.3 0.2 0.2 0.12
H 1.60602 -2.02128 2.89406 -0.4 -0.5 0.3 0.14
H 1.12668 -3.15215 1.58468 0.0 0.3 -0.2 0.13
O -1.39809 1.41714 0.54362 -0.5 0.4 -0.2 0.02
C -2.39696 2.10871 0.59158 2.0 0.3 0.3 -0.46
O -3.26977 1.90383 1.56269 -0.5 -0.9 0.9 0.06
C -4.36409 2.76814 1.48005 -0.5 2.3 -0.9 -0.15
C -3.88716 3.99083 0.63240 -0.2 -0.1 -0.6 -0.13
C -2.74144 3.37036 -0.18000 -0.5 -0.8 -0.4 -0.08
H -4.67807 3.17511 2.43846 0.0 -0.8 0.3 0.13
H -5.18867 2.31683 0.92828 0.0 -0.4 0.4 0.13
H -3.66675 4.90321 1.18517 0.5 -0.3 0.4 0.11
H -4.71499 4.28888 -0.01166 0.1 0.0 -0.2 0.11
H -1.81977 3.88092 -0.44924 -0.1 0.5 0.4 0.12
H -3.11601 3.03704 -1.15057 0.0 0.0 0.0 0.11
```
Positions in Å, forces in eV/Å.

Output
Relative energy (zero: lowest compared OMol25 entry of this formula, charge and spin): 0.0 kcal per mole
HOMO-LUMO gap: 4.14 eV
E_HOMO: -0.34814 Eh
Energy: -936.7008 hartree

---

Record 4
This record from the OMol25 dataset describes a molecular structure, C10H13IrNO2. The level of theory is the ωB97M-V functional and the def2-TZVPD basis.

XYZ file:
```
27
Properties=species:S:1:pos:R:3:forces:R:3:mulliken_spin:R:1
C -1.89912 1.38539 0.00840 0.1 1.4 -0.1 0.00
C -1.76076 1.14982 -1.40741 -0.1 0.8 -0.6 0.10
C -0.47873 1.64424 -1.81530 -0.4 1.4 -0.3 0.07
C 0.15383 2.24868 -0.66681 -0.6 0.9 -0.7 0.24
C -0.72484 2.10221 0.45278 -1.0 1.3 -0.6 0.17
Ir -0.21385 0.00768 -0.26616 -1.4 -3.1 0.4 1.57
C -0.53062 -1.89066 -1.54053 0.2 -1.2 -1.8 0.47
C -1.38888 -1.63220 -0.49332 -1.5 -0.7 1.0 0.01
C -2.47665 -2.04428 0.18190 0.8 0.4 -0.5 -0.03
N 0.11406 -0.46941 1.42942 1.5 -1.5 3.6 1.33
H -0.05042 1.57890 -2.81591 -0.2 0.0 0.4 -0.02
H -2.48080 0.64284 -2.04797 0.2 0.1 0.3 0.02
H 1.13925 2.70246 -0.65057 -0.2 -0.2 0.0 0.02
H -0.51037 2.41154 1.46772 -0.1 -0.1 -0.2 0.01
H -2.73775 1.09402 0.62832 0.1 0.0 -0.1 -0.03
H -0.83802 -1.68548 -2.57315 0.0 0.0 0.3 0.01
H 0.74608 -0.90915 2.11772 -0.4 0.3 -0.3 0.01
H 0.27285 -2.62106 -1.41006 -0.3 0.4 0.0 -0.09
H -3.05785 -2.90872 -0.15378 0.3 0.2 0.2 -0.01
H -2.77861 -1.52344 1.08932 -0.1 -0.1 -0.2 0.01
C 3.77013 -1.05572 -1.49467 0.4 -0.2 0.0 0.03
C 2.46645 -1.08239 -0.73703 -1.5 1.4 0.0 0.00
O 2.12554 -2.03872 -0.04031 0.8 0.3 -0.4 0.00
O 1.75050 0.01563 -0.93466 3.2 -1.6 -0.4 0.09
H 3.82519 -1.96842 -2.09688 0.1 0.1 0.0 0.00
H 4.57938 -1.08159 -0.75837 0.1 0.0 -0.2 0.00
H 3.85893 -0.16951 -2.13325 0.0 -0.3 0.2 0.00
```
Positions in Å, forces in eV/Å.

Output
2S+1: 5
Expectation value of S²: 6.03
HOMO-LUMO gap (spin up / spin down): 3.73 / 7.32 eV
E_HOMO (spin up / spin down): -0.01665 / -0.15610 Eh
Energy: -698.1872 hartree
Charge: -1

---

Q: Look up the energy of the first one.
A: -5873.8923 hartree